Here is a structure of composition C4H5N2O2 at a distorted geometry from OMol25. Energies are from ωB97M-V/def2-TZVPD.

Computed properties:
Spin multiplicity ... 3
Gap between HOMO and LUMO (alpha / beta) ... 8.704 / 7.119 eV
Net charge ... +1
E_HOMO (alpha / beta) ... -12.958 / -15.194 eV
Energy above the lowest of the compared OMol25 structures with the same formula, charge and spin ... 61.2 kcal per mole
E ... -414.87072 Ha

Each line ends with the natural charge from an NBO analysis.
Cartesian coordinates (Å):
C: 1.624 -0.714 0.001  -0.246
C: 1.657 0.593 -0.012  0.596
C: -2.531 0.436 0.444  0.419
C: 0.223 -1.165 -0.257  -0.255
N: -1.290 0.714 0.001  0.001
N: -0.220 0.226 -0.254  -0.133
O: -3.500 -0.056 -0.105  -0.337
O: 2.208 1.685 0.270  -0.520
H: 2.448 -1.344 -0.159  0.270
H: -2.715 0.996 1.317  0.161
H: 0.027 -1.710 -1.159  0.257
H: -0.264 -1.830 0.450  0.252
H: 2.333 2.169 -0.538  0.534

Forces on the atoms, in the same order (eV/Å):
0.06 -0.95 -0.96
-1.10 -1.57 0.99
-4.15 1.02 0.64
0.70 0.20 0.48
0.15 0.03 -0.90
0.77 0.35 -1.18
2.12 -0.63 -0.50
-0.45 -0.34 0.50
1.38 -0.63 0.35
-0.21 0.53 1.72
0.23 0.29 -1.18
0.05 0.45 0.99
0.45 1.25 -0.97

---

Here is a cluster of 2 separate species, C4H5N2O2S in total at a distorted geometry from OMol25. Energies are from ωB97M-V/def2-TZVPD.

Computed properties:
Gap between HOMO and LUMO ... 7.410 eV
Net charge ... -1
E_HOMO ... -4.107 eV
Energy above the lowest of the compared OMol25 structures with the same formula, charge and spin ... 81.8 kcal per mole
E ... -813.55318 Ha

Each line ends with the natural charge from an NBO analysis.
Cartesian coordinates (Å):
C: 0.448 -0.415 0.274  -0.283
C: 0.340 -0.951 1.524  -0.091
C: -1.630 -1.063 0.519  -0.085
C: -0.835 -0.376 -0.339  -0.293
N: -0.886 -1.514 1.564  -0.527
N: 1.477 2.363 -0.522  -1.109
O: 0.205 1.945 -2.860  -0.972
O: 2.580 1.484 -2.611  -0.989
S: 1.381 1.979 -1.936  2.088
H: 1.200 0.274 -0.010  0.255
H: 0.989 -0.967 2.292  0.192
H: -2.750 -1.245 0.720  0.186
H: -1.316 -1.692 2.532  0.385
H: -1.203 0.177 -1.147  0.242

Forces on the atoms, in the same order (eV/Å):
0.14 1.65 0.27
-0.90 -0.35 -3.63
-3.28 -1.01 0.91
-0.15 -1.06 1.32
-1.59 -0.46 4.28
-1.00 0.20 -1.17
0.97 0.21 1.28
0.01 -0.18 -0.70
0.11 0.15 0.35
0.93 0.01 -0.30
2.11 -0.31 2.36
1.83 0.45 -1.27
0.73 0.17 -2.45
0.08 0.55 -1.27

---

Here is a cluster of 2 separate species, C4H5N2O2S3 in total at a distorted geometry from OMol25. Energies are from ωB97M-V/def2-TZVPD.

Computed properties:
Gap between HOMO and LUMO ... 6.316 eV
Net charge ... -1
E_HOMO ... -3.344 eV
Energy above the lowest of the compared OMol25 structures with the same formula, charge and spin ... 47.9 kcal per mole
E ... -1609.92289 Ha

Each line ends with the natural charge from an NBO analysis.
Cartesian coordinates (Å):
C: -0.134 0.439 -0.806  -0.241
C: 2.511 0.239 -1.185  1.056
C: -0.342 -0.819 -0.320  -0.051
C: -0.920 1.072 1.305  -0.116
N: -0.895 -1.057 0.845  -0.712
N: -0.739 1.383 -0.023  -0.449
O: 2.790 0.114 -0.058  -0.539
O: 2.345 0.360 -2.336  -0.532
S: -1.522 2.621 -0.952  -0.410
S: 0.268 0.493 2.447  0.050
S: -1.685 -2.603 0.892  0.087
H: 0.074 0.615 -1.928  0.250
H: 0.022 -1.632 -1.004  0.157
H: -1.721 1.791 1.795  0.236
H: 1.305 0.288 1.574  0.151
H: -1.357 -3.304 -0.246  0.063

Forces on the atoms, in the same order (eV/Å):
0.30 0.07 -1.36
0.14 0.08 -0.19
1.23 -1.44 -1.75
-1.57 3.80 -1.12
-0.78 -2.55 -0.60
-0.01 -0.25 1.41
0.08 0.07 -0.85
0.45 -0.20 0.92
-0.50 0.67 0.51
0.83 0.76 -0.11
-0.08 -0.40 0.39
-0.46 0.04 2.49
-0.64 0.35 0.57
1.70 -1.67 -0.97
-0.71 0.02 0.44
0.03 0.65 0.23

---

Here is the ion C4H5N2O3 with charge -1 at a distorted geometry from OMol25. Energies are from ωB97M-V/def2-TZVPD.

Computed properties:
Gap between HOMO and LUMO (alpha / beta) ... 5.756 / 5.757 eV
Net charge ... -1
E_HOMO (alpha / beta) ... -1.825 / -1.826 eV
Energy above the lowest of the compared OMol25 structures with the same formula, charge and spin ... 61.1 kcal per mole
SMILES string ... CN([O-])CC(=O)N=C=O
E ... -490.59776 Ha

Each line ends with the natural charge from an NBO analysis.
Cartesian coordinates (Å):
C: -0.624 0.488 -0.847  -0.491
N: 0.269 0.920 0.320  -0.093
O: 1.252 1.631 -0.111  -0.750
C: 0.643 -0.296 1.160  -0.364
C: 1.254 -1.405 0.364  0.641
O: 0.727 -2.348 -0.137  -0.600
N: 2.554 -0.976 -0.040  -0.632
C: 3.249 -0.012 -0.017  0.904
O: 4.188 0.695 -0.062  -0.560
H: -0.298 -0.509 -1.183  0.171
H: -1.635 0.414 -0.459  0.172
H: -0.397 1.267 -1.553  0.219
H: -0.254 -0.582 1.519  0.188
H: 1.330 0.018 1.925  0.195

Forces on the atoms, in the same order (eV/Å):
1.44 -0.63 1.71
-2.42 -1.63 0.46
3.00 1.07 -0.82
1.63 0.54 -1.30
1.34 2.96 0.15
-0.71 -1.59 -0.51
-1.48 -2.42 -0.07
1.53 1.87 -0.45
-0.36 0.08 0.23
-0.28 0.29 -0.54
-0.36 0.19 -0.34
-0.52 0.11 -0.47
-2.94 -1.27 1.58
0.14 0.43 0.36

---

Here is the ion C4H5N2O3S with charge -1 at a distorted geometry from OMol25. Energies are from ωB97M-V/def2-TZVPD.

Computed properties:
Gap between HOMO and LUMO ... 6.226 eV
Net charge ... -1
E_HOMO ... -2.573 eV
Energy above the lowest of the compared OMol25 structures with the same formula, charge and spin ... 80.8 kcal per mole
SMILES string ... CC1=[S@@](=O)([O-])C(=O)C=NN1
E ... -888.76598 Ha

Each line ends with the natural charge from an NBO analysis.
Cartesian coordinates (Å):
C: -1.742 1.271 0.053  -0.626
C: -0.619 0.297 -0.047  -0.314
S: 1.012 0.956 -0.123  2.046
O: 1.020 1.691 -1.397  -0.980
O: 1.231 1.725 1.047  -0.973
C: 1.945 -0.668 -0.114  0.194
O: 3.157 -0.512 -0.025  -0.693
C: 1.219 -1.807 0.045  -0.281
N: -0.112 -2.068 -0.031  -0.301
N: -0.911 -1.020 0.097  -0.265
H: -1.272 2.116 0.391  0.238
H: -2.407 1.188 -0.957  0.190
H: -2.487 0.914 0.817  0.184
H: 1.849 -2.659 -0.054  0.191
H: -1.884 -1.424 0.299  0.391

Forces on the atoms, in the same order (eV/Å):
-2.78 -3.95 -1.81
-0.22 -0.99 0.66
-2.46 -2.74 -2.68
0.79 -0.09 0.65
0.89 1.61 1.85
0.23 2.96 0.73
1.18 -0.17 -0.35
-1.37 -0.85 -1.24
-0.41 0.75 1.27
-0.38 -2.00 -0.49
0.23 2.92 0.16
1.68 1.23 2.00
0.66 0.46 -0.26
0.24 -0.85 0.21
1.72 1.73 -0.68

---

Here is the ion C4H5N2OS with charge -1 at a distorted geometry from OMol25. Energies are from ωB97M-V/def2-TZVPD.

Computed properties:
Gap between HOMO and LUMO ... 5.617 eV
Net charge ... -1
E_HOMO ... -1.985 eV
Energy above the lowest of the compared OMol25 structures with the same formula, charge and spin ... 89.0 kcal per mole
SMILES string ... CN([O-])c1nccs1
E ... -738.27242 Ha

Each line ends with the natural charge from an NBO analysis.
Cartesian coordinates (Å):
C: 0.417 1.893 1.151  -0.431
N: 0.569 0.471 1.515  -0.126
O: -0.194 0.250 2.552  -0.751
C: 0.178 -0.611 0.354  0.182
N: 0.520 -0.907 -0.823  -0.542
C: 0.058 -2.057 -1.231  -0.067
C: -0.623 -2.741 -0.315  -0.523
S: -0.743 -1.871 1.162  0.368
H: 0.911 2.511 1.970  0.188
H: 0.983 2.252 0.201  0.160
H: -0.598 2.233 0.880  0.160
H: 0.285 -2.352 -2.301  0.173
H: -1.061 -3.719 -0.483  0.208

Forces on the atoms, in the same order (eV/Å):
1.69 1.34 -1.76
0.57 -0.71 -3.85
-1.19 -0.93 1.55
-0.22 2.25 4.57
2.17 3.69 -0.96
0.21 -1.95 -3.10
-1.25 -1.84 0.54
0.00 0.32 0.06
-1.09 -0.86 -0.75
-0.34 -1.19 1.21
-0.13 -0.31 0.88
-0.42 0.06 1.41
-0.01 0.14 0.21

---

Here is a cluster of 2 separate species, C4H5N2P in total at a distorted geometry from OMol25. Energies are from ωB97M-V/def2-TZVPD.

Computed properties:
Gap between HOMO and LUMO (alpha / beta) ... 7.825 / 7.825 eV
Net charge ... 0
E_HOMO (alpha / beta) ... -7.976 / -7.975 eV
Energy above the lowest of the compared OMol25 structures with the same formula, charge and spin ... 96.3 kcal per mole
E ... -606.09808 Ha

Each line ends with the natural charge from an NBO analysis.
Cartesian coordinates (Å):
C: -2.207 -0.973 -0.938  0.204
C: 0.224 1.738 -1.748  -0.778
C: 0.953 -0.465 0.815  -0.273
C: -1.360 -0.281 -0.104  -0.219
N: -3.071 -1.318 -1.610  -0.306
N: -0.147 -0.825 0.142  -0.352
P: 1.538 1.678 -0.880  0.476
H: -0.228 2.040 -2.648  0.211
H: 0.732 0.113 1.634  0.184
H: 1.931 -0.858 0.760  0.220
H: -1.553 0.463 0.561  0.226
H: 0.178 -1.537 -0.453  0.406

Forces on the atoms, in the same order (eV/Å):
-0.97 0.68 -0.09
2.66 -0.17 1.46
-2.41 0.75 -0.30
3.28 -1.78 0.12
-0.53 -0.77 -0.70
2.34 -0.33 -0.22
-1.58 0.01 -0.73
-1.09 0.07 -0.53
-0.04 1.75 1.79
0.33 -1.12 -0.60
-1.42 2.15 1.34
-0.57 -1.24 -1.55

---

Here is the ion C4H5N2S with charge +1 at a distorted geometry from OMol25. Energies are from ωB97M-V/def2-TZVPD.

Computed properties:
Gap between HOMO and LUMO ... 10.710 eV
Net charge ... +1
E_HOMO ... -15.663 eV
Energy above the lowest of the compared OMol25 structures with the same formula, charge and spin ... 55.3 kcal per mole
E ... -662.69877 Ha

Each line ends with the natural charge from an NBO analysis.
Cartesian coordinates (Å):
C: 0.094 1.439 0.640  0.055
C: -0.452 -0.686 -0.215  0.188
C: 1.436 2.073 0.506  -0.125
C: -1.148 -2.011 -0.496  -0.666
N: 0.552 -0.264 -0.779  -0.204
N: 0.882 0.918 -0.239  -0.137
S: -1.179 0.416 1.065  0.537
H: 1.365 3.033 -0.113  0.277
H: 2.222 1.804 1.351  0.277
H: -1.048 -2.654 0.471  0.273
H: -2.153 -1.703 -0.873  0.262
H: -0.571 -2.367 -1.319  0.265

Forces on the atoms, in the same order (eV/Å):
0.11 -0.99 0.13
-4.56 -2.12 2.39
1.29 1.04 0.92
0.27 1.40 1.34
4.10 0.19 -1.82
-1.75 1.58 0.41
1.04 0.20 -0.74
1.01 -1.36 1.23
-1.45 1.08 -2.07
-0.67 0.95 -2.02
0.44 -0.97 0.69
0.17 -0.99 -0.46

---

Here is a cluster of 2 separate species, C4H5N3 in total at a distorted geometry from OMol25. Energies are from ωB97M-V/def2-TZVPD.

Computed properties:
Gap between HOMO and LUMO ... 11.144 eV
Net charge ... 0
E_HOMO ... -11.382 eV
Energy above the lowest of the compared OMol25 structures with the same formula, charge and spin ... 68.7 kcal per mole
E ... -319.60270 Ha

Each line ends with the natural charge from an NBO analysis.
Cartesian coordinates (Å):
C: -1.801 1.013 0.774  -0.439
N: 0.060 -0.788 -1.053  -0.543
C: 1.187 -0.923 -0.485  0.030
C: 2.356 -1.507 -1.122  0.190
N: 3.276 -1.977 -1.644  -0.254
C: 0.602 1.578 1.575  0.253
N: -0.489 1.340 1.217  -0.510
H: -1.776 0.027 0.310  0.251
H: -2.127 1.744 0.031  0.225
H: -2.485 1.025 1.625  0.221
H: 0.078 -1.137 -2.013  0.350
H: 1.319 -0.573 0.539  0.226

Forces on the atoms, in the same order (eV/Å):
-0.19 -0.03 -0.04
0.42 -0.14 0.01
-0.27 0.08 -0.06
0.81 -0.43 -0.52
-0.87 0.44 0.51
-1.11 -0.19 -0.32
1.08 0.26 0.39
-0.05 0.18 0.10
0.04 -0.07 0.12
0.08 0.01 -0.11
0.03 -0.01 0.08
0.04 -0.10 -0.15

---

Here is an isolated molecule of C4H5N3 at a distorted geometry from OMol25. Energies are from ωB97M-V/def2-TZVPD.

Computed properties:
Gap between HOMO and LUMO ... 9.388 eV
Net charge ... 0
E_HOMO ... -8.600 eV
Energy above the lowest of the compared OMol25 structures with the same formula, charge and spin ... 33.4 kcal per mole
SMILES string ... Nc1cncnc1
E ... -319.65892 Ha

Each line ends with the natural charge from an NBO analysis.
Cartesian coordinates (Å):
N: -0.006 -1.412 1.314  -0.802
C: 0.093 -0.560 0.174  0.095
C: -1.118 -0.288 -0.425  0.013
N: -1.218 0.941 -0.868  -0.418
C: -0.131 1.689 -0.951  0.186
N: 1.113 1.420 -0.595  -0.399
C: 1.229 0.235 -0.030  -0.012
H: -0.790 -2.058 1.287  0.386
H: 0.919 -1.703 1.583  0.379
H: -2.049 -0.857 -0.335  0.200
H: -0.310 2.644 -1.401  0.173
H: 2.242 -0.030 0.261  0.199

Forces on the atoms, in the same order (eV/Å):
0.90 0.52 -1.45
-0.48 -1.91 2.68
0.35 1.44 0.46
-0.70 0.39 -1.69
-0.53 1.17 -0.49
-0.28 -0.50 -0.59
-0.05 -0.15 0.01
0.75 -0.17 0.14
-0.27 -0.89 0.49
0.55 -0.17 0.02
0.06 0.62 0.02
-0.29 -0.33 0.40

---

Here is a structure of composition C4H5N3 at a distorted geometry from OMol25. Energies are from ωB97M-V/def2-TZVPD.

Computed properties:
Gap between HOMO and LUMO ... 9.280 eV
Net charge ... 0
E_HOMO ... -9.108 eV
Energy above the lowest of the compared OMol25 structures with the same formula, charge and spin ... 175.4 kcal per mole
E ... -319.43270 Ha

Each line ends with the natural charge from an NBO analysis.
Cartesian coordinates (Å):
C: -2.585 0.297 0.354  -0.423
C: -1.396 -0.391 -0.455  -0.258
C: 0.054 -0.001 -0.056  0.227
C: 2.088 0.727 -0.093  0.205
H: -2.773 1.472 1.135  0.277
H: -3.633 -0.181 -0.284  0.213
H: -1.628 -1.620 -1.073  0.279
H: 3.214 1.193 0.113  0.210
H: 2.865 -1.142 0.269  0.411
N: 0.810 1.252 -0.275  -0.477
N: 2.137 -0.536 0.145  -0.365
N: 0.848 -1.069 0.220  -0.300

Forces on the atoms, in the same order (eV/Å):
0.80 -1.76 -4.81
-3.88 1.36 4.06
1.80 -0.94 -1.49
1.40 4.29 0.44
1.18 -4.17 -2.86
2.87 1.78 2.70
0.83 4.54 2.19
-3.53 -0.24 -1.20
2.25 -1.45 0.48
1.29 -4.11 1.07
-5.06 -1.14 0.40
0.05 1.83 -0.97

---

Here is a cluster of 2 separate species, C4H5N3 in total at a distorted geometry from OMol25. Energies are from ωB97M-V/def2-TZVPD.

Computed properties:
Gap between HOMO and LUMO ... 10.036 eV
Net charge ... 0
E_HOMO ... -10.301 eV
Energy above the lowest of the compared OMol25 structures with the same formula, charge and spin ... 124.4 kcal per mole
E ... -319.51402 Ha

Each line ends with the natural charge from an NBO analysis.
Cartesian coordinates (Å):
C: -1.642 0.109 0.211  -0.458
N: -0.604 -0.941 0.179  -0.552
C: 1.087 -0.244 0.243  -0.289
C: 1.921 -0.593 -0.909  0.249
N: 2.505 -0.923 -1.851  -0.267
C: 0.989 1.201 0.405  0.335
N: 0.232 2.098 0.513  -0.347
H: -2.103 0.436 -0.804  0.189
H: -0.842 1.228 0.749  0.268
H: -2.497 -0.304 0.864  0.221
H: -0.631 -1.404 -0.747  0.370
H: 1.584 -0.664 1.147  0.281

Forces on the atoms, in the same order (eV/Å):
0.60 0.48 0.45
0.94 1.60 -0.52
-0.42 -0.36 0.49
-0.21 -0.59 -1.06
-0.47 0.35 0.99
-1.45 0.17 -0.31
1.84 -0.59 0.21
1.11 -0.53 1.53
-3.35 -2.32 -1.22
1.52 1.15 -0.50
0.63 0.61 0.48
-0.75 0.03 -0.53

---

Question: What is the net charge in the eighth record?
Answer: +1